w.
{"formula": "C4H6N2O2", "method": "wB97M-V/def2-TZVPD", "elements": ["N", "C", "O", "N", "C", "C", "C", "O", "H", "H", "H", "H", "H", "H"], "positions_angstrom": [[2.079, 1.267, -0.518], [1.037, 0.863, 0.367], [0.683, 1.334, 1.398], [0.390, -0.268, -0.156], [-0.383, -1.176, 0.927], [-0.934, -0.079, 0.030], [-1.874, -0.568, -1.003], [-1.947, -1.734, -1.675], [3.007, 1.710, -0.023], [2.123, 0.636, -1.426], [-0.315, -0.901, 2.003], [-0.083, -2.243, 0.898], [-1.215, 0.848, 0.436], [-2.567, 0.310, -1.257]], "smiles": "NC(=O)N1C[C@@H]1C=O", "homo_ev": -9.841, "gap_ev": 9.9, "lumo_energy_ev": 0.02}


x.
{"formula": "C4H6N2O2", "method": "wB97M-V/def2-TZVPD", "elements": ["C", "N", "C", "C", "N", "H", "H", "H", "H", "H", "H", "O", "C", "O"], "positions_angstrom": [[1.729, 0.946, 1.260], [0.607, 0.469, 0.882], [0.376, 0.183, -0.463], [-0.700, -0.504, -0.965], [-1.827, -0.824, -0.312], [1.724, 1.394, 2.322], [2.661, 1.170, 0.743], [0.988, 0.774, -1.012], [-0.830, -0.665, -2.112], [-2.731, -1.161, -0.710], [-1.821, -0.757, 0.644], [-1.741, 2.131, 1.232], [-1.739, 1.362, 2.057], [-1.796, 0.616, 2.911]], "smiles": "C=N/C=C\\N.O=C=O", "homo_ev": -7.666, "gap_ev": 8.4, "lumo_energy_ev": 0.77}


Relative stability in kcal/mol, measured from the most stable structure: w 54.8; x 0.0


w.
{"formula": "C4H6N2O2", "method": "wB97M-V/def2-TZVPD", "elements": ["O", "C", "N", "C", "C", "N", "H", "H", "H", "H", "C", "O", "H", "H"], "positions_angstrom": [[2.024, -1.271, 1.330], [1.138, -1.208, 0.293], [-0.089, -1.730, 0.407], [-0.711, -1.607, -0.788], [0.448, -0.963, -1.644], [1.496, -0.855, -0.938], [1.437, -1.634, 2.011], [-0.547, -2.628, -1.220], [-1.760, -1.174, -0.951], [0.377, -0.726, -2.739], [0.610, 0.878, 2.073], [0.247, 0.642, 0.911], [1.636, 1.275, 2.277], [0.101, 0.383, 2.872]], "smiles": "OC1=NCC=N1.C=O", "homo_ev": -9.098, "gap_ev": 9.3, "lumo_energy_ev": 0.22}


x.
{"formula": "C4H6N2O2", "method": "wB97M-V/def2-TZVPD", "elements": ["C", "C", "C", "C", "H", "H", "H", "H", "H", "H", "N", "N", "O", "O"], "positions_angstrom": [[1.133, -0.120, -0.038], [0.841, -1.464, -0.137], [-0.515, -1.471, 0.000], [-1.095, -0.271, -0.046], [-1.332, 2.251, 0.268], [0.470, 2.570, -0.825], [3.050, 0.015, 0.685], [1.610, -2.216, -0.278], [-1.002, -2.540, 0.274], [-3.109, -0.276, 0.476], [-0.030, 2.103, 0.104], [0.019, 0.670, -0.051], [2.291, 0.493, -0.178], [-2.331, 0.255, -0.252]], "homo_ev": -7.193, "gap_ev": 7.4, "lumo_energy_ev": 0.19}


Relative stability in kcal/mol, measured from the most stable structure: w 0.0; x 70.9


w.
{"formula": "C2H4IN", "method": "wB97M-V/def2-TZVPD", "elements": ["C", "C", "N", "H", "H", "H", "I", "H"], "positions_angstrom": [[1.086, -0.639, -0.047], [1.454, 0.610, 0.043], [1.616, 1.817, 0.135], [1.422, -1.383, 0.536], [0.353, -0.896, -0.790], [2.526, 2.027, -0.083], [-4.243, -0.015, 0.076], [-4.213, -1.522, 0.129]], "smiles": "C=C=N.I", "homo_ev": -9.160, "gap_ev": 10.0, "lumo_energy_ev": 0.82}


x.
{"formula": "C2H4IN", "method": "wB97M-V/def2-TZVPD", "elements": ["C", "N", "C", "I", "H", "H", "H", "H"], "positions_angstrom": [[0.947, -1.025, 0.010], [0.987, 0.194, 0.177], [-0.477, 1.015, -0.013], [-2.311, -0.060, 0.156], [1.791, -1.748, 0.259], [0.024, -1.525, -0.460], [-0.490, 1.706, 0.803], [-0.471, 1.443, -0.932]], "smiles": "C=NCI", "homo_ev": -9.633, "gap_ev": 10.0, "lumo_energy_ev": 0.41}


Relative stability in kcal/mol, measured from the most stable structure: w 7.3; x 0.0


w.
{"formula": "C6H8O2", "method": "wB97M-V/def2-TZVPD", "elements": ["C", "C", "C", "C", "C", "C", "H", "H", "H", "H", "H", "H", "H", "H", "O", "O"], "positions_angstrom": [[0.706, 1.417, -0.987], [1.240, 0.269, -0.081], [0.199, -0.213, 0.987], [-0.985, 0.186, -0.633], [-1.658, -1.220, -0.100], [-0.881, -1.386, 0.924], [1.416, 1.557, -1.777], [0.826, 2.235, -0.126], [1.708, -0.484, -0.682], [2.122, 0.578, 0.397], [0.443, -0.412, 2.105], [-0.177, -0.418, -0.620], [-2.744, -1.758, -0.124], [-1.020, -2.151, 1.651], [-0.659, 0.634, 0.640], [-0.537, 1.167, -1.575]], "homo_ev": -9.058, "gap_ev": 10.1, "lumo_energy_ev": 0.99}


x.
{"formula": "C6H8O2", "method": "wB97M-V/def2-TZVPD", "elements": ["C", "O", "C", "C", "O", "C", "C", "C", "H", "H", "H", "H", "H", "H", "H", "H"], "positions_angstrom": [[-1.726, 0.036, -0.557], [-1.340, -1.077, 0.300], [-0.043, -0.830, 0.336], [1.553, -1.164, -0.001], [1.786, 0.110, -0.523], [1.002, 1.091, 0.133], [-0.654, 1.095, -0.192], [-0.038, 0.390, 0.983], [-2.907, 0.093, -0.406], [-1.582, -0.336, -1.535], [-0.031, -0.698, -0.737], [1.545, -1.922, -0.785], [2.233, -1.158, 0.849], [1.641, 1.896, 0.130], [-1.100, 1.999, 0.057], [-0.340, 0.476, 1.949]], "smiles": "C1O[C@@H]2CO[C@H]3[C@@H]1[C@H]32", "homo_ev": -9.052, "gap_ev": 10.0, "lumo_energy_ev": 0.99}


Relative stability in kcal/mol, measured from the most stable structure: w 29.4; x 0.0


w.
{"formula": "C6H8O2", "method": "wB97M-V/def2-TZVPD", "elements": ["C", "C", "C", "C", "C", "C", "H", "H", "H", "H", "H", "H", "H", "H", "O", "O"], "positions_angstrom": [[-1.853, 0.358, 0.069], [-0.036, -0.849, -0.166], [1.457, -1.360, 0.031], [1.803, 0.362, 0.008], [1.029, 1.598, -0.191], [-0.602, 0.988, 0.317], [-2.501, 0.365, 1.021], [-2.493, 0.842, -0.779], [0.252, -0.042, -1.022], [1.980, -1.710, -0.955], [1.944, -1.629, 1.060], [2.646, 0.666, -0.697], [1.149, 2.707, -0.918], [-0.629, 0.882, -0.859], [-1.442, -0.907, -0.635], [-0.201, -0.175, 0.978]], "homo_ev": -8.205, "gap_ev": 8.5, "lumo_energy_ev": 0.25}


x.
{"formula": "C6H8O2", "method": "wB97M-V/def2-TZVPD", "elements": ["C", "C", "C", "C", "C", "C", "O", "O", "H", "H", "H", "H", "H", "H", "H", "H"], "positions_angstrom": [[0.122, -0.217, -1.947], [-1.917, -0.291, 1.682], [0.293, -0.097, 0.505], [-1.016, -0.370, 0.503], [0.858, 0.274, -0.789], [1.916, 1.088, -0.990], [-0.773, -1.123, -2.001], [1.097, -0.131, 1.629], [-1.242, -1.129, -0.874], [2.012, -0.285, 1.366], [0.385, 0.229, -2.912], [-2.425, 0.679, 1.707], [-1.359, -0.395, 2.617], [-2.699, -1.057, 1.647], [2.282, 1.310, -1.982], [2.465, 1.516, -0.163]], "homo_ev": [-7.438, -7.439], "gap_ev": [6.5, 6.5], "lumo_energy_ev": [-0.98, -0.98]}


y.
{"formula": "C6H8O2", "method": "wB97M-V/def2-TZVPD", "elements": ["C", "C", "C", "C", "C", "O", "O", "C", "H", "H", "H", "H", "H", "H", "H", "H"], "positions_angstrom": [[-0.627, -2.043, -0.688], [-0.284, -0.756, -0.536], [0.701, -0.065, -1.391], [1.001, -0.303, 0.025], [1.163, 0.842, 0.960], [2.304, 1.146, 1.291], [0.103, 1.521, 1.482], [-1.259, 1.413, 1.057], [0.094, -2.804, -0.975], [-1.651, -2.359, -0.517], [1.203, -0.661, -2.143], [0.405, 0.924, -1.718], [1.701, -1.105, 0.246], [-1.814, 2.226, 1.535], [-1.350, 1.555, -0.023], [-1.690, 0.469, 1.397]], "smiles": "C=C1C[C@H]1C(=O)OC", "homo_ev": [-8.974, -7.803], "gap_ev": [9.0, 7.2], "lumo_energy_ev": [-0.01, -0.65]}


Relative stability in kcal/mol, measured from the most stable structure: w 241.8; x 0.0; y 19.3


w.
{"formula": "C6H8O2", "method": "wB97M-V/def2-TZVPD", "elements": ["O", "C", "C", "C", "O", "C", "C", "C", "H", "H", "H", "H", "H", "H", "H", "H"], "positions_angstrom": [[2.026, -0.949, -0.389], [1.182, -0.226, 0.446], [0.917, 1.420, 0.067], [-0.355, 1.788, -0.060], [-1.539, 1.000, -0.037], [-1.073, -0.278, -0.447], [-1.310, -1.739, -0.020], [-0.178, -0.875, 0.496], [2.455, -0.298, -0.996], [1.649, -0.314, 1.467], [1.744, 2.175, -0.069], [-0.515, 2.929, 0.165], [-0.534, -0.141, -1.398], [-1.956, -2.143, 0.761], [-1.391, -2.312, -0.968], [-0.445, -0.837, 1.550]], "smiles": "O[C@H]1C=CO[C@@H]2C[C@@H]12", "homo_ev": -8.980, "gap_ev": 9.9, "lumo_energy_ev": 0.91}


x.
{"formula": "C6H8O2", "method": "wB97M-V/def2-TZVPD", "elements": ["O", "C", "C", "C", "O", "C", "C", "C", "H", "H", "H", "H", "H", "H", "H", "H"], "positions_angstrom": [[-0.870, 1.857, -0.335], [-0.682, 0.657, 0.484], [-1.783, -0.287, 0.179], [-1.131, -1.396, -0.205], [0.214, -1.398, -0.236], [0.509, -0.152, 0.125], [1.597, 0.388, -0.757], [1.944, -0.121, 0.672], [-0.312, 2.505, 0.140], [-0.694, 0.939, 1.563], [-2.841, -0.122, 0.292], [-1.571, -2.415, -0.375], [1.924, -0.091, -1.689], [1.546, 1.624, -0.764], [2.253, 0.480, 1.560], [2.222, -1.129, 0.854]], "smiles": "O[C@H]1C=COC12CC2", "homo_ev": -8.574, "gap_ev": 9.4, "lumo_energy_ev": 0.84}


y.
{"formula": "C6H8O2", "method": "wB97M-V/def2-TZVPD", "elements": ["C", "C", "C", "O", "C", "C", "C", "O", "H", "H", "H", "H", "H", "H", "H", "H"], "positions_angstrom": [[-1.944, 0.657, -0.881], [-0.852, 0.431, -0.120], [-0.668, 0.628, 1.332], [0.739, 0.720, 1.593], [1.433, 0.160, 0.492], [1.060, -1.248, 0.151], [0.496, -0.234, -0.629], [0.827, -0.001, -1.835], [-2.746, 1.541, -0.610], [-1.944, 0.179, -1.860], [-1.103, 1.442, 1.731], [-1.133, -0.107, 1.902], [2.399, 0.456, 0.100], [1.887, -1.884, -0.179], [0.546, -1.689, 0.974], [1.005, -1.051, -2.162]], "smiles": "C=C1CO[C@H]2C[C@@]12O", "homo_ev": -8.485, "gap_ev": 9.2, "lumo_energy_ev": 0.67}


z.
{"formula": "C6H8O2", "method": "wB97M-V/def2-TZVPD", "elements": ["C", "C", "C", "C", "C", "C", "O", "O", "H", "H", "H", "H", "H", "H", "H", "H"], "positions_angstrom": [[2.643, -0.077, -0.129], [1.464, -0.079, 0.141], [0.005, 0.061, 0.050], [-0.460, 1.080, -0.988], [-0.360, 0.475, 1.484], [-0.563, -1.339, -0.184], [-0.151, -2.353, 0.312], [-1.683, -1.315, -0.924], [3.681, 0.004, -0.289], [0.008, 2.042, -0.790], [-1.539, 1.203, -0.925], [-0.196, 0.754, -1.992], [0.002, 1.472, 1.714], [-1.436, 0.455, 1.642], [0.561, -0.160, 1.971], [-1.977, -2.224, -1.092]], "smiles": "C#CC(C)(C)C(=O)O", "homo_ev": -10.188, "gap_ev": 10.9, "lumo_energy_ev": 0.69}


Relative stability in kcal/mol, measured from the most stable structure: w 59.7; x 18.3; y 47.6; z 0.0


w.
{"formula": "C6H8O2", "method": "wB97M-V/def2-TZVPD", "elements": ["C", "C", "C", "C", "C", "C", "H", "H", "H", "H", "H", "H", "H", "H", "O", "O"], "positions_angstrom": [[-0.635, 0.185, 1.456], [-0.217, -0.837, 0.287], [-1.382, -0.906, -0.730], [-0.399, -0.081, -1.310], [1.278, 1.063, -0.181], [1.130, -0.602, -0.072], [0.249, 0.976, 1.748], [-0.988, -0.231, 2.405], [-1.412, 0.969, 1.053], [-1.606, -1.910, -1.277], [-2.228, -0.551, -0.193], [0.383, -0.657, -1.998], [2.109, 0.943, -0.979], [1.471, 1.625, 0.745], [0.082, 1.281, -0.930], [2.166, -1.266, -0.023]], "homo_ev": -8.773, "gap_ev": 9.4, "lumo_energy_ev": 0.67}


x.
{"formula": "C6H8O2", "method": "wB97M-V/def2-TZVPD", "elements": ["C", "C", "C", "C", "C", "C", "H", "H", "H", "H", "H", "H", "H", "H", "O", "O"], "positions_angstrom": [[-1.489, -0.515, 1.244], [-0.358, -0.159, 0.274], [-0.264, -0.288, -1.057], [1.121, 0.357, -1.321], [1.979, -0.369, -0.252], [1.044, 0.452, 0.603], [-3.058, -0.145, 0.139], [-1.303, -1.428, 1.853], [-1.600, 0.245, 1.975], [-1.035, -0.567, -1.753], [1.512, 0.549, -2.296], [1.842, -1.433, -0.104], [3.077, -0.098, -0.198], [1.286, 0.738, 1.640], [-2.718, -0.884, 0.633], [1.103, 1.543, -0.408]], "homo_ev": -9.201, "gap_ev": 10.1, "lumo_energy_ev": 0.88}


Relative stability in kcal/mol, measured from the most stable structure: w 82.4; x 0.0